*a*
A 2-piece molecular cluster, C2H6N2O overall, computed with ωB97M-V/def2-TZVPD.

The geometry in ORCA input format:
```
! wB97M-V def2-TZVPD RIJCOSX def2/J DEFGRID3
* xyz 1 2
C 1.58 -1.47 -0.37
N 1.19 -2.32 0.45
H 2.56 -1.71 -0.81
H 0.93 -0.70 -0.79
H 0.30 -2.29 0.96
C -1.14 1.41 0.73
N -1.20 1.23 -0.60
O -1.20 2.52 1.21
H -0.95 0.57 1.42
H -1.56 2.06 -1.07
H -0.52 0.70 -1.12
*
```

Calculated values
**HOMO-LUMO gap (alpha / beta)**: 7.87 / 2.98 eV
**HOMO (alpha / beta)**: -14.09 / -13.47 eV
**⟨S²⟩**: 0.762
**LUMO level (alpha / beta)**: -6.22 / -10.49 eV

---

*b*
A 2-piece molecular cluster, C2H6N2O overall, computed with ωB97M-V/def2-TZVPD.

The geometry in ORCA input format:
```
! wB97M-V def2-TZVPD RIJCOSX def2/J DEFGRID3
* xyz 1 2
O -1.74 -2.43 0.47
C -1.28 -1.75 -0.39
H -0.43 -1.07 -0.13
H -1.62 -1.96 -1.42
N 0.81 0.30 1.02
C 0.59 1.33 0.10
N 0.09 1.12 -1.04
H 1.09 0.58 1.96
H 1.43 -0.41 0.63
H 0.99 2.30 0.40
H 0.07 1.98 -1.59
*
```

Calculated values
**HOMO-LUMO gap (alpha / beta)**: 10.55 / 4.92 eV
**HOMO (alpha / beta)**: -15.65 / -14.51 eV
**⟨S²⟩**: 0.762
**LUMO level (alpha / beta)**: -5.10 / -9.58 eV

---

The computed energies, referenced to the most stable structure and given in eV, are *a* 0.713; *b* 0.000.

---

*a*
A 2-piece molecular cluster, C3H3ClFN overall, computed with ωB97M-V/def2-TZVPD.

The geometry in ORCA input format:
```
! wB97M-V def2-TZVPD RIJCOSX def2/J DEFGRID3
* xyz 0 1
C 1.81 0.76 -0.68
C -1.87 -0.59 0.18
C -0.64 -0.39 0.58
N 0.64 0.61 -1.04
F -2.80 -1.08 1.11
Cl 0.32 -0.74 1.83
H 2.46 1.59 -1.20
H 2.31 0.21 0.10
H -2.24 -0.38 -0.87
*
```

Calculated values
**HOMO-LUMO gap**: 8.16 eV
**HOMO**: -8.97 eV
**LUMO level**: -0.82 eV

---

*b*
C3H3ClFN in the gas phase, computed with ωB97M-V/def2-TZVPD.

The geometry in ORCA input format:
```
! wB97M-V def2-TZVPD RIJCOSX def2/J DEFGRID3
* xyz 0 1
C 0.30 -0.56 0.78
C 0.10 -0.06 -0.71
C -0.53 1.24 -0.38
H 1.00 0.20 1.23
H 0.68 -1.57 0.66
H -0.60 -0.52 1.40
N -1.01 2.26 -0.09
F 1.24 -0.04 -1.36
Cl -1.17 -0.96 -1.52
*
```

Calculated values
**HOMO-LUMO gap**: 12.38 eV
**HOMO**: -11.64 eV
**LUMO level**: 0.74 eV

---

The computed energies, referenced to the most stable structure and given in eV, are *a* 4.162; *b* 0.000.

---

*a*
C6H8N2OS in the gas phase, computed with ωB97M-V/def2-TZVPD.

The geometry in ORCA input format:
```
! wB97M-V def2-TZVPD RIJCOSX def2/J DEFGRID3
* xyz 0 1
C -2.11 -1.02 3.03
C -1.76 -0.97 1.72
C -0.22 -0.07 3.04
C 0.21 1.27 -1.85
C 1.13 -0.01 -1.84
C 0.41 -0.36 0.72
N -1.21 -0.40 3.84
N -0.50 -0.40 1.71
O 0.32 2.17 -0.88
S 0.21 -1.16 -0.75
H -3.04 -1.38 3.45
H -2.16 -1.60 1.01
H 0.71 0.47 3.11
H 0.39 1.72 -2.81
H -0.88 0.93 -1.87
H 1.30 -0.43 -2.82
H 2.12 0.00 -1.38
H 1.23 0.32 0.71
*
```

Calculated values
**HOMO-LUMO gap (alpha / beta)**: 8.49 / 5.45 eV
**HOMO (alpha / beta)**: -9.33 / -7.13 eV
**LUMO level (alpha / beta)**: -0.84 / -1.67 eV

---

*b*
A 2-piece molecular cluster, C6H8N2OS overall, computed with ωB97M-V/def2-TZVPD.

The geometry in ORCA input format:
```
! wB97M-V def2-TZVPD RIJCOSX def2/J DEFGRID3
* xyz 0 1
C 1.44 -2.27 0.32
C 0.62 -2.13 -2.04
C 1.30 -0.84 -0.11
C -0.82 0.47 3.21
C 1.26 1.68 0.06
C 1.60 0.34 0.54
N 0.85 -0.86 -1.52
N -1.51 -0.11 2.44
O -0.34 0.93 4.14
S 0.85 -3.30 -0.92
H 1.19 -2.64 1.31
H 0.32 -2.27 -3.05
H 0.41 2.07 0.56
H 2.01 2.41 0.29
H 1.18 1.77 -1.08
H 2.06 0.19 1.51
H 0.40 -0.11 -2.00
H -1.53 -0.56 1.64
*
```

Calculated values
**HOMO-LUMO gap (alpha / beta)**: 6.66 / 6.66 eV
**HOMO (alpha / beta)**: -6.44 / -6.44 eV
**LUMO level (alpha / beta)**: 0.22 / 0.22 eV

---

The computed energies, referenced to the most stable structure and given in eV, are *a* 1.301; *b* 0.000.

---

*a*
HNO3P2 in the gas phase, computed with ωB97M-V/def2-TZVPD.

The geometry in ORCA input format:
```
! wB97M-V def2-TZVPD RIJCOSX def2/J DEFGRID3
* xyz 0 1
N -1.34 -1.38 0.06
O -1.46 -2.03 0.97
O -0.22 1.21 0.13
O 0.94 -0.74 1.46
P 0.37 -0.40 0.17
P 1.17 1.48 -0.71
H 0.53 1.85 -2.08
*
```

Calculated values
**HOMO-LUMO gap (alpha / beta)**: 7.22 / 7.22 eV
**HOMO (alpha / beta)**: -9.00 / -9.00 eV
**LUMO level (alpha / beta)**: -1.79 / -1.79 eV

---

*b*
HNO3P2 in the gas phase, computed with ωB97M-V/def2-TZVPD.

The geometry in ORCA input format:
```
! wB97M-V def2-TZVPD RIJCOSX def2/J DEFGRID3
* xyz 0 1
N -0.08 -1.15 0.59
O 0.13 -2.26 0.23
O -1.79 -0.21 -0.50
O -0.81 1.55 0.99
P -0.62 0.60 -0.07
P 1.26 0.26 -1.02
H 1.92 1.21 -0.22
*
```

Calculated values
**HOMO-LUMO gap (alpha / beta)**: 7.14 / 7.14 eV
**HOMO (alpha / beta)**: -9.85 / -9.86 eV
**LUMO level (alpha / beta)**: -2.72 / -2.72 eV

---

*c*
A 2-piece molecular cluster, HNO3P2 overall, computed with ωB97M-V/def2-TZVPD.

The geometry in ORCA input format:
```
! wB97M-V def2-TZVPD RIJCOSX def2/J DEFGRID3
* xyz 0 1
N -0.06 -0.67 0.36
O -0.31 -1.65 1.02
O 0.32 -0.84 -0.97
O 1.17 1.09 -2.43
P -0.03 0.69 -1.74
P -0.05 0.93 0.74
H -1.04 0.44 3.02
*
```

Calculated values
**HOMO-LUMO gap (alpha / beta)**: 6.77 / 7.87 eV
**HOMO (alpha / beta)**: -9.61 / -9.62 eV
**LUMO level (alpha / beta)**: -2.84 / -1.76 eV

---

*d*
HNO3P2 in the gas phase, computed with ωB97M-V/def2-TZVPD.

The geometry in ORCA input format:
```
! wB97M-V def2-TZVPD RIJCOSX def2/J DEFGRID3
* xyz 0 1
N 0.47 -0.26 -1.27
O 0.19 0.31 -2.23
O -1.42 -1.05 -0.47
O 0.58 -1.39 1.17
P -0.29 -0.53 0.38
P -0.38 1.54 0.88
H 0.85 1.37 1.53
*
```

Calculated values
**HOMO-LUMO gap (alpha / beta)**: 7.48 / 8.18 eV
**HOMO (alpha / beta)**: -10.39 / -10.37 eV
**LUMO level (alpha / beta)**: -2.91 / -2.18 eV

---

The computed energies, referenced to the most stable structure and given in eV, are *a* 0.000; *b* 0.458; *c* 3.105; *d* 0.087.